No. 1
Entry from the Open Molecules 2025 dataset: a molecular structure, C18H43ClN5O9V (ωB97M-V/def2-TZVPD).

The highest occupied orbital energy (alpha / beta) is -7.83 / -7.83 eV. For the total energy, the calculation gives -3066.3103 hartree. For the HOMO-LUMO gap (alpha / beta), the calculation gives 5.122 / 4.973 eV.

Structure (ORCA input):
```
! wB97M-V def2-TZVPD RIJCOSX def2/J DEFGRID3
* xyz 0 3
O 1.027 2.916 0.872
V 0.431 4.321 0.584
Cl -0.730 -0.122 0.756
O 0.649 0.161 0.314
O -1.193 0.999 1.472
O -1.561 -0.406 -0.385
O -0.625 -1.292 1.590
C 2.073 1.125 3.464
C 2.998 0.074 4.114
N 4.384 0.539 3.986
C 5.407 -0.191 4.773
C 4.879 -0.341 6.208
C 4.871 0.684 2.645
C 4.756 -0.518 1.832
H 1.010 0.902 3.564
H 2.194 1.361 2.407
H 2.195 2.065 4.003
H 2.678 -0.028 5.150
H 2.772 -0.870 3.619
H 5.669 -1.179 4.397
H 6.352 0.341 4.877
H 4.423 0.517 6.702
H 4.160 -1.160 6.249
H 5.699 -0.771 6.784
H 5.859 1.137 2.722
H 4.341 1.404 2.022
H 5.257 -1.427 2.166
H 5.167 -0.404 0.829
H 3.702 -0.592 1.565
C -3.211 -1.488 -3.924
O -2.956 -2.385 -3.143
N -3.758 -0.282 -3.674
C -4.041 0.698 -4.676
C -4.077 0.199 -2.312
H -3.384 -1.631 -5.002
H -3.382 1.539 -4.461
H -5.045 1.121 -4.701
H -3.905 0.308 -5.685
H -3.240 0.845 -2.050
H -4.933 0.874 -2.290
H -4.057 -0.694 -1.687
C -0.180 3.744 -2.682
O 0.180 3.773 -1.505
N -0.325 2.670 -3.461
C -0.720 2.746 -4.828
C 0.128 1.331 -2.979
H -0.573 4.628 -3.207
H 0.106 2.438 -5.470
H -0.996 3.785 -5.007
H -1.452 1.998 -5.134
H 0.122 1.182 -1.900
H -0.613 0.586 -3.272
H 1.086 1.095 -3.442
C -4.334 -1.900 1.029
O -4.654 -2.933 0.413
N -5.069 -1.363 2.025
C -4.670 -0.041 2.572
C -6.380 -1.998 2.456
H -3.330 -1.457 0.942
H -5.275 0.831 2.324
H -3.647 0.140 2.243
H -4.700 -0.113 3.659
H -6.619 -1.779 3.497
H -7.216 -1.558 1.912
H -6.316 -3.077 2.320
C 0.657 -2.363 -3.138
O -0.171 -3.136 -2.667
N 1.826 -2.084 -2.494
C 2.607 -1.006 -3.017
C 2.099 -2.567 -1.082
H 0.420 -1.818 -4.064
H 2.571 -0.134 -2.364
H 2.258 -0.803 -4.029
H 3.672 -1.227 -3.101
H 2.789 -1.873 -0.604
H 1.136 -2.615 -0.573
H 2.728 -3.456 -1.046
*
```

Atom-resolved charges from Mulliken, all expressed in e:
1. O -0.370
2. V 1.326
3. Cl 1.328
4. O -0.531
5. O -0.706
6. O -0.272
7. O -0.711
8. C -1.132
9. C -0.337
10. N 0.074
11. C -0.397
12. C -1.431
13. C -0.823
14. C -0.765
15. H 0.418
16. H 0.059
17. H 0.349
18. H 0.433
19. H 0.266
20. H 0.289
21. H 0.392
22. H 0.335
23. H 0.368
24. H 0.415
25. H 0.460
26. H 0.263
27. H 0.323
28. H 0.424
29. H 0.019
30. C 0.049
31. O -0.464
32. N 0.245
33. C -0.874
34. C -0.866
35. H 0.240
36. H 0.197
37. H 0.327
38. H 0.337
39. H 0.219
40. H 0.302
41. H 0.283
42. C 0.059
43. O -0.601
44. N 0.357
45. C -0.755
46. C -0.614
47. H 0.250
48. H 0.317
49. H 0.289
50. H 0.181
51. H -0.220
52. H 0.031
53. H 0.650
54. C 0.301
55. O -0.674
56. N 0.083
57. C -0.628
58. C -0.918
59. H 0.231
60. H 0.274
61. H 0.057
62. H 0.343
63. H 0.320
64. H 0.304
65. H 0.296
66. C -0.010
67. O -0.554
68. N 0.189
69. C -1.044
70. C -0.612
71. H 0.370
72. H 0.189
73. H 0.436
74. H 0.380
75. H 0.025
76. H 0.291
77. H 0.345

=====

No. 2
Entry from the Open Molecules 2025 dataset: a molecular structure, C18H43F6NO6S2ScSi2 (ωB97M-V/def2-TZVPD).

Its energy above the lowest of the compared OMol25 structures with the same formula, charge and spin is 18.6 kcal/mol. The highest occupied orbital energy is -10.38 eV. For the total energy, the calculation gives -3952.8642 hartree. For the HOMO-LUMO gap, the calculation gives 8.246 eV.

Structure (ORCA input):
```
! wB97M-V def2-TZVPD RIJCOSX def2/J DEFGRID3
* xyz 1 1
O -1.144 -2.826 -0.894
O -2.100 -1.425 -2.440
C 0.315 -2.638 -0.874
C 1.012 -3.551 0.098
H 0.511 -1.586 -0.630
H 0.624 -2.832 -1.908
H 1.039 -3.105 1.097
H 2.051 -3.667 -0.225
H 0.570 -4.550 0.132
C -1.844 -2.899 0.408
C -3.160 -3.579 0.174
H -1.960 -1.875 0.782
H -1.200 -3.461 1.087
H -3.828 -2.971 -0.446
H -3.647 -3.753 1.139
H -3.013 -4.559 -0.296
C -2.861 -0.185 -2.237
C -1.917 -1.915 -3.811
C -4.060 -0.403 -1.354
H -3.155 0.182 -3.223
H -2.158 0.537 -1.797
H -4.576 -1.352 -1.562
H -4.775 0.407 -1.536
H -3.772 -0.354 -0.299
C -3.039 -2.841 -4.200
H -0.946 -2.426 -3.818
H -1.872 -1.031 -4.452
H -3.236 -3.600 -3.434
H -2.764 -3.366 -5.116
H -3.962 -2.281 -4.399
H -1.642 -2.124 -1.593
Sc 0.876 1.420 1.371
C 0.254 2.326 -0.326
Si 0.940 2.065 -2.040
H -0.838 2.178 -0.373
H 0.375 3.418 -0.133
C 1.437 0.316 -2.517
C 2.418 3.198 -2.274
C -0.379 2.521 -3.310
C 2.795 0.368 0.613
Si 3.788 1.372 1.827
H 3.200 0.489 -0.405
H 2.783 -0.712 0.849
C 5.063 2.395 0.887
C 4.611 0.289 3.119
C 2.638 2.628 2.685
H 0.100 2.973 -4.189
H -1.094 3.246 -2.903
H -0.939 1.641 -3.655
H 1.976 -0.202 -1.720
H 2.089 0.362 -3.402
H 0.557 -0.286 -2.779
H 3.204 3.022 -1.527
H 2.112 4.251 -2.210
H 2.851 3.034 -3.269
H 5.099 -0.575 2.645
H 3.874 -0.091 3.842
H 5.377 0.854 3.668
H 2.266 2.316 3.677
H 1.809 3.093 2.095
H 3.316 3.485 2.844
H 5.838 2.766 1.572
H 4.595 3.260 0.396
H 5.549 1.781 0.116
F -3.222 3.486 1.731
C -2.890 2.225 2.075
F -3.936 1.626 2.675
F -2.609 1.533 0.925
S -1.365 2.228 3.139
O -0.378 3.014 2.339
O -1.644 2.614 4.486
N -0.915 0.683 2.827
S 0.213 0.023 3.813
O 1.179 -0.407 2.766
O 0.725 0.851 4.877
C -0.643 -1.483 4.564
F -1.648 -1.095 5.377
F -1.152 -2.267 3.584
F 0.254 -2.200 5.274
*
```

Atom-resolved charges from Mulliken, all expressed in e:
1. O -0.342
2. O -0.045
3. C 0.686
4. C -1.672
5. H -0.319
6. H 0.324
7. H 0.372
8. H 0.454
9. H 0.384
10. C 0.159
11. C -1.287
12. H -0.094
13. H 0.557
14. H 0.143
15. H 0.434
16. H 0.329
17. C 0.451
18. C -0.367
19. C -1.436
20. H 0.474
21. H -0.395
22. H 0.336
23. H 0.449
24. H 0.268
25. C -1.268
26. H 0.340
27. H 0.433
28. H 0.264
29. H 0.441
30. H 0.308
31. H 0.507
32. Sc -0.489
33. C -0.146
34. Si 0.406
35. H 0.117
36. H 0.440
37. C -0.133
38. C -0.972
39. C -1.142
40. C -0.889
41. Si 0.424
42. H 0.537
43. H 0.357
44. C -1.253
45. C -1.069
46. C -0.844
47. H 0.402
48. H 0.346
49. H 0.166
50. H 0.109
51. H 0.496
52. H -0.376
53. H 0.083
54. H 0.309
55. H 0.345
56. H 0.330
57. H 0.244
58. H 0.347
59. H 0.436
60. H 0.348
61. H 0.623
62. H 0.382
63. H 0.286
64. H 0.355
65. F -0.194
66. C 0.584
67. F -0.207
68. F -0.177
69. S 1.012
70. O -0.500
71. O -0.541
72. N -0.432
73. S 1.053
74. O -0.385
75. O -0.604
76. C 0.423
77. F -0.189
78. F -0.119
79. F -0.184

=====

No. 3
Entry from the Open Molecules 2025 dataset: a molecular structure, C18H44ClF5OP2TeTl (ωB97M-V/def2-TZVPD).

The highest occupied orbital energy (alpha / beta) is -2.88 / -2.88 eV. For the total energy, the calculation gives -2870.0994 hartree. For the HOMO-LUMO gap (alpha / beta), the calculation gives 4.838 / 4.839 eV.

Structure (ORCA input):
```
! wB97M-V def2-TZVPD RIJCOSX def2/J DEFGRID3
* xyz -1 1
Tl -0.096 -0.863 -1.178
Cl -0.766 -0.797 -3.424
P -0.550 -3.281 -0.585
C 0.559 -3.989 -1.813
C -0.279 -4.034 1.010
C -2.161 -3.489 -1.378
C 1.867 -3.218 -1.915
H -0.015 -3.730 -2.712
C 0.891 -5.495 -1.833
H 1.280 -5.850 -0.851
H 1.663 -5.585 -2.622
H 0.007 -6.085 -2.134
H 1.757 -2.135 -2.047
H 2.401 -3.540 -2.814
H 2.573 -3.366 -1.096
H -1.963 -2.965 -2.333
C -3.193 -2.662 -0.593
C -2.763 -4.857 -1.678
H -2.281 -5.323 -2.548
H -3.807 -4.641 -1.943
H -2.747 -5.557 -0.828
H -2.912 -1.606 -0.397
H -3.458 -3.141 0.353
H -4.088 -2.634 -1.222
C 1.022 -3.548 1.710
H -0.148 -5.054 0.585
C -1.405 -3.977 2.027
H 1.894 -3.598 1.061
H 1.254 -4.220 2.539
H 0.987 -2.528 2.124
H -1.682 -2.970 2.385
H -1.068 -4.550 2.897
H -2.307 -4.464 1.664
H 0.560 -0.329 0.565
H -0.066 0.109 0.425
P 0.538 3.541 -0.404
C -0.657 4.105 -1.690
C 0.404 4.220 1.270
C 2.084 3.481 -1.416
C -1.881 3.203 -1.668
H -0.114 3.868 -2.620
C -0.975 5.605 -1.644
H -1.294 5.932 -0.631
H -1.794 5.802 -2.354
H -0.104 6.206 -1.967
H -1.626 2.197 -2.039
H -2.615 3.624 -2.362
H -2.358 3.110 -0.676
H 1.705 2.958 -2.308
C 3.139 2.578 -0.740
C 2.684 4.833 -1.814
H 2.118 5.267 -2.653
H 3.705 4.676 -2.179
H 2.714 5.549 -0.979
H 2.698 1.578 -0.470
H 3.608 3.064 0.134
H 3.912 2.417 -1.510
C -0.978 4.026 1.936
H 0.593 5.326 1.092
C 1.529 3.714 2.219
H -1.766 4.500 1.350
H -0.954 4.554 2.905
H -1.223 2.967 2.101
H 1.475 2.641 2.433
H 1.397 4.255 3.165
H 2.522 3.950 1.855
F 0.388 -1.846 4.407
Te 0.255 0.057 4.273
F 1.166 0.291 5.980
F -1.087 -0.242 2.835
F -1.380 -0.250 5.366
F -0.351 1.913 4.378
O 1.567 0.306 3.023
*
```

Atom-resolved charges from Mulliken, all expressed in e:
1. Tl 0.534
2. Cl -0.599
3. P -0.193
4. C 0.653
5. C 1.093
6. C 0.757
7. C -1.632
8. H 0.289
9. C -1.457
10. H 0.269
11. H 0.489
12. H 0.241
13. H 0.337
14. H 0.424
15. H 0.285
16. H 0.233
17. C -1.544
18. C -1.504
19. H 0.294
20. H 0.493
21. H 0.249
22. H 0.277
23. H 0.268
24. H 0.488
25. C -1.308
26. H 0.333
27. C -1.661
28. H 0.249
29. H 0.495
30. H 0.164
31. H 0.247
32. H 0.440
33. H 0.422
34. H -0.198
35. H 0.025
36. P 0.456
37. C 0.343
38. C 0.678
39. C 0.476
40. C -1.159
41. H 0.244
42. C -1.416
43. H 0.229
44. H 0.460
45. H 0.257
46. H 0.099
47. H 0.446
48. H 0.211
49. H 0.226
50. C -1.492
51. C -1.475
52. H 0.275
53. H 0.467
54. H 0.253
55. H 0.148
56. H 0.289
57. H 0.515
58. C -1.456
59. H 0.442
60. C -1.411
61. H 0.356
62. H 0.469
63. H 0.138
64. H 0.114
65. H 0.494
66. H 0.370
67. F -0.453
68. Te 2.152
69. F -0.462
70. F -0.521
71. F -0.445
72. F -0.475
73. O -0.796